# CHF2NO2S

An isolated molecule of CHF2NO2S (wB97M-V/def2-TZVPD, the Open Molecules 2025 dataset).

Output
E_HOMO   -11.309 eV
Kohn-Sham gap   10.8339 eV
Total energy   -22904.9041 eV
Relative energy (zero: lowest compared OMol25 entry of this formula, charge and spin)   66.0 kcal per mole

Last column: Löwdin charge in e.
Cartesian coordinates (Å):
N -1.0546 -1.1084 -0.2164  -0.163
S -0.4333 0.1381 0.3189  0.921
O -1.2826 1.6186 0.3833  -0.402
F 0.1718 -0.0875 1.8334  -0.226
C 1.2516 0.1482 -0.4804  -0.526
O 2.0698 -0.6610 -0.2995  0.209
F 1.3316 1.1499 -1.3341  0.141
H -2.0542 -1.1977 -0.2053  0.046

---

# CHF2P

An isolated molecule of CHF2P (wB97M-V/def2-TZVPD, the Open Molecules 2025 dataset).

Output
E_HOMO   -9.883 eV
Kohn-Sham gap   10.2633 eV
Total energy   -15775.1618 eV
Relative energy (zero: lowest compared OMol25 entry of this formula, charge and spin)   0.0 kcal per mole

Last column: Löwdin charge in e.
Cartesian coordinates (Å):
F 3.0553 -0.5008 0.0148  0.020
C 1.7879 -0.0554 0.0057  -0.794
F 1.7429 1.2987 -0.0055  0.015
P 0.5144 -1.0509 -0.0136  0.899
H -0.1680 0.0892 0.2772  -0.140

---

# CHF3

An isolated molecule of CHF3 (wB97M-V/def2-TZVPD, the Open Molecules 2025 dataset).

Output
E_HOMO   -13.715 eV
Kohn-Sham gap   14.7899 eV
Total energy   -9205.7253 eV
Relative energy (zero: lowest compared OMol25 entry of this formula, charge and spin)   4.7 kcal per mole

Last column: Löwdin charge in e.
Cartesian coordinates (Å):
F 1.2896 -0.2952 -0.2564  0.082
C -0.0183 -0.0388 0.0254  -0.458
F -0.0984 1.1047 0.6913  0.109
F -0.6517 0.0782 -1.1847  0.074
H -0.5211 -0.8490 0.7244  0.194

---

# CHF3NO2S

A cluster of 2 separate species, CHF3NO2S in total (wB97M-V/def2-TZVPD, the Open Molecules 2025 dataset).

Output
E_HOMO   -4.404 eV
Kohn-Sham gap   8.2551 eV
Total energy   -25626.0368 eV
Relative energy (zero: lowest compared OMol25 entry of this formula, charge and spin)   40.5 kcal per mole
Total charge   -1

Last column: Löwdin charge in e.
Cartesian coordinates (Å):
C 1.6032 0.0267 0.1105  -0.412
N -3.5817 -0.2246 -0.5183  -0.382
O -1.5980 1.3007 0.0133  -0.469
O -1.2400 -1.1673 0.0451  -0.464
F 2.1044 -0.0238 1.3372  0.107
F 2.3809 -0.9581 -0.5422  0.024
F 1.9684 1.1472 -0.5250  0.095
S -2.2024 -0.0534 -0.0383  0.421
H 0.5652 -0.0475 0.1176  0.079

---

# CHF3O2S

An isolated molecule of CHF3O2S (wB97M-V/def2-TZVPD, the Open Molecules 2025 dataset).

Output
E_HOMO   -11.973 eV
Kohn-Sham gap   12.2178 eV
Total energy   -24133.9989 eV
Relative energy (zero: lowest compared OMol25 entry of this formula, charge and spin)   35.3 kcal per mole

Last column: Löwdin charge in e.
Cartesian coordinates (Å):
O 0.7154 0.7403 1.7449  -0.270
S -0.1528 0.6853 0.6391  0.747
O -1.5608 0.7168 0.8000  -0.322
C 0.1214 -0.7535 -0.4757  -0.699
F -0.1711 -0.4086 -1.7731  0.100
F -0.4020 -1.9310 -0.1977  0.191
F 1.4198 -0.7809 -0.4752  0.137
H 0.0299 1.7316 -0.2622  0.115

---

# CHF4N

A cluster of 2 separate species, CHF4N in total (wB97M-V/def2-TZVPD, the Open Molecules 2025 dataset).

Output
E_HOMO   -10.264 eV
Kohn-Sham gap   10.9684 eV
Total energy   -13407.8760 eV
Relative energy (zero: lowest compared OMol25 entry of this formula, charge and spin)   78.3 kcal per mole

Last column: Löwdin charge in e.
Cartesian coordinates (Å):
C 0.3128 0.7589 -0.0591  -0.219
N -0.2549 -1.1350 -0.3875  0.031
F 1.3203 1.0461 -0.8618  0.108
F -0.7969 1.4225 -0.3763  0.109
F 0.2766 -1.7057 0.7336  -0.081
F -1.5845 -1.0372 0.0321  -0.084
H 0.7267 0.6503 0.9190  0.137

---

# CHF4N2O

A cluster of 2 separate species, CHF4N2O in total (wB97M-V/def2-TZVPD, the Open Molecules 2025 dataset).

Output
E_HOMO (alpha / beta)   -16.852 / -16.853 eV
Kohn-Sham gap (alpha / beta)   8.6945 / 8.6972 eV
Total energy   -16935.4032 eV
Relative energy (zero: lowest compared OMol25 entry of this formula, charge and spin)   97.1 kcal per mole
Total charge   +1

Last column: Löwdin charge in e.
Cartesian coordinates (Å):
C -1.1233 0.1301 0.0366  -0.604
N 1.6950 0.3170 -0.1808  0.256
N 0.1841 -0.8709 -0.2775  0.094
O 0.1585 -1.8208 -0.8487  0.344
F -1.0868 0.9803 -0.9736  0.242
F -0.9457 0.5398 1.2443  0.262
F -2.1891 -0.5651 -0.0883  0.280
F 1.1727 1.3739 0.4385  -0.005
H 2.1345 -0.0842 0.6493  0.130

---

# CHFI2S

A structure of composition CHFI2S (wB97M-V/def2-TZVPD, the Open Molecules 2025 dataset).

Output
E_HOMO (alpha / beta)   -9.052 / -8.493 eV
Kohn-Sham gap (alpha / beta)   8.4009 / 5.7682 eV
Total energy   -30804.0857 eV
Relative energy (zero: lowest compared OMol25 entry of this formula, charge and spin)   61.4 kcal per mole

Last column: Löwdin charge in e.
Cartesian coordinates (Å):
C -1.9485 0.1381 -0.4262  -0.656
F -2.6235 1.2055 -0.0250  -0.091
S 2.8921 0.3665 1.0879  -0.399
I 0.1123 0.2847 -0.3035  0.849
I 3.9864 -1.2111 -0.2225  0.276
H -2.4188 -0.7838 -0.1107  0.021

---

# CHFLiNaO2

A structure of composition CHFLiNaO2 (wB97M-V/def2-TZVPD, the Open Molecules 2025 dataset).

Output
E_HOMO   -8.177 eV
Kohn-Sham gap   7.4027 eV
Total energy   -12483.5705 eV
Relative energy (zero: lowest compared OMol25 entry of this formula, charge and spin)   8.4 kcal per mole

Last column: Löwdin charge in e.
Cartesian coordinates (Å):
F 1.9306 -0.8957 -0.4493  -0.759
C -1.5497 1.5686 0.0997  -0.009
H -2.3080 2.2301 0.5678  0.030
O -0.9511 -0.5893 0.1143  -0.424
O -1.6377 0.4911 0.7496  -0.245
Na 0.4051 0.6662 -1.4037  0.586
Li -0.6038 -1.9167 1.3471  0.822

---

# CHFN2O

A structure of composition CHFN2O (wB97M-V/def2-TZVPD, the Open Molecules 2025 dataset).

Output
E_HOMO   -9.290 eV
Kohn-Sham gap   9.7709 eV
Total energy   -8793.1728 eV
Relative energy (zero: lowest compared OMol25 entry of this formula, charge and spin)   77.0 kcal per mole

Last column: Löwdin charge in e.
Cartesian coordinates (Å):
C 0.1581 -0.8840 0.3366  -0.248
N -0.0774 -0.1770 -0.6720  0.059
N -0.7584 0.7223 0.1344  0.007
O 0.3708 -1.5467 1.2767  0.204
F 0.1330 1.7911 0.4896  -0.154
H 0.1739 0.0943 -1.5652  0.132

---

# CHFN2O

An isolated molecule of CHFN2O (wB97M-V/def2-TZVPD, the Open Molecules 2025 dataset).

Output
E_HOMO   -10.761 eV
Kohn-Sham gap   11.5579 eV
Total energy   -8793.8924 eV
Relative energy (zero: lowest compared OMol25 entry of this formula, charge and spin)   60.4 kcal per mole

Last column: Löwdin charge in e.
Cartesian coordinates (Å):
O -2.2774 -1.4137 0.2441  0.198
C -1.5988 -0.5554 -0.1172  -0.514
N -0.3774 -0.1562 -0.4175  0.176
N -1.4342 0.6912 -0.7895  0.108
F -1.5819 1.6169 0.3554  -0.107
H 0.5101 0.0401 -0.0292  0.140

---

# CHFNO5P

A cluster of 2 separate species, CHFNO5P in total (wB97M-V/def2-TZVPD, the Open Molecules 2025 dataset).

Output
E_HOMO   0.345 eV
Kohn-Sham gap   6.1997 eV
Total energy   -24783.8365 eV
Relative energy (zero: lowest compared OMol25 entry of this formula, charge and spin)   54.9 kcal per mole
Total charge   -2

Last column: Löwdin charge in e.
Cartesian coordinates (Å):
C 0.5355 -0.1113 -0.1204  -0.383
N 0.8941 0.7483 0.9028  -0.398
O 0.6188 0.5278 2.0825  0.001
O -1.6306 1.0867 -0.6666  -0.451
O -1.9772 -1.1170 0.4961  -0.451
O 1.4875 1.8165 0.5905  -0.010
O -1.1107 -1.1085 -1.8849  -0.453
F 1.3510 0.1310 -1.1439  -0.013
P -1.2549 -0.3783 -0.5817  -0.041
H 1.0865 -1.5953 0.3256  0.199

---

# CHFO3

An isolated molecule of CHFO3 (wB97M-V/def2-TZVPD, the Open Molecules 2025 dataset).

Output
E_HOMO   -11.739 eV
Kohn-Sham gap   12.2086 eV
Total energy   -9910.3590 eV
Relative energy (zero: lowest compared OMol25 entry of this formula, charge and spin)   0.0 kcal per mole

Last column: Löwdin charge in e.
Cartesian coordinates (Å):
O 1.0910 0.2721 1.6743  0.206
C 0.3989 0.3532 0.7342  -0.517
F 0.1036 1.5326 0.1571  0.140
O -0.0927 -0.7622 0.0609  0.021
O -0.9616 -0.3832 -1.0126  0.032
H -0.5392 -1.0125 -1.6138  0.117

---

# CHFOS2

A cluster of 2 separate species, CHFOS2 in total (wB97M-V/def2-TZVPD, the Open Molecules 2025 dataset).

Output
E_HOMO   -10.043 eV
Kohn-Sham gap   9.7941 eV
Total energy   -27487.5549 eV
Relative energy (zero: lowest compared OMol25 entry of this formula, charge and spin)   9.5 kcal per mole

Last column: Löwdin charge in e.
Cartesian coordinates (Å):
O 1.7840 0.6977 -0.5174  0.093
C 1.6172 -0.4216 -0.2762  -0.945
S 1.7202 -1.9363 -0.1231  0.820
F -0.5160 0.0637 0.3103  -0.591
S -1.9009 0.7860 -0.2481  0.775
H -2.7045 0.8105 0.8546  -0.151

---

# CHHoO3

A structure of composition CHHoO3 (wB97M-V/def2-TZVPD, the Open Molecules 2025 dataset).

Output
Expectation value of S²   6.005
E_HOMO (alpha / beta)   -20.707 / -20.747 eV
2S+1   5
Kohn-Sham gap (alpha / beta)   8.0315 / 8.3113 eV
Total energy   -32973.0224 eV
Total charge   +2

Last column: Löwdin spin population.
Cartesian coordinates (Å):
H -1.3278 -1.2528 0.1186  0.000
O -1.4943 -0.2447 -0.0893  -0.003
O 0.0803 1.3291 0.1146  -0.009
O 0.5838 -0.7888 -0.0592  -0.012
C -0.2619 0.1674 -0.2520  -0.001
Ho 2.4199 0.7897 0.1672  4.025

---

# CHI3S

A structure of composition CHI3S (wB97M-V/def2-TZVPD, the Open Molecules 2025 dataset).

Output
E_HOMO (alpha / beta)   -9.552 / -7.589 eV
Kohn-Sham gap (alpha / beta)   8.0276 / 4.6206 eV
Total energy   -36187.9554 eV
Relative energy (zero: lowest compared OMol25 entry of this formula, charge and spin)   43.2 kcal per mole

Last column: Löwdin charge in e.
Cartesian coordinates (Å):
C 1.3628 0.0268 -0.0299  -1.137
S -0.1409 0.6098 -0.6728  0.125
I -3.4334 1.7806 0.3998  0.023
I 1.7710 -1.8820 0.7747  0.697
I -1.7404 -1.2109 -0.6331  0.352
H 2.1808 0.6757 0.1612  -0.060

---

# CHI4P

A structure of composition CHI4P (wB97M-V/def2-TZVPD, the Open Molecules 2025 dataset).

Output
E_HOMO   -8.928 eV
Kohn-Sham gap   8.0902 eV
Total energy   -42743.8123 eV
Relative energy (zero: lowest compared OMol25 entry of this formula, charge and spin)   21.6 kcal per mole

Last column: Löwdin charge in e.
Cartesian coordinates (Å):
C 2.4413 -0.4459 -0.1211  -1.851
P 2.6511 0.7028 -1.3438  0.248
I 2.5113 -2.4461 -0.8323  0.664
I 2.1482 -0.2218 1.9546  0.672
I -1.4140 1.0930 -0.3752  0.410
I 2.5845 2.8349 -0.2411  0.279
H -0.3517 0.0055 0.0519  -0.420

---

# CHIO2S

An isolated molecule of CHIO2S (wB97M-V/def2-TZVPD, the Open Molecules 2025 dataset).

Output
E_HOMO (alpha / beta)   -9.465 / -9.523 eV
Kohn-Sham gap (alpha / beta)   7.2695 / 7.2491 eV
Total energy   -24080.0573 eV
Relative energy (zero: lowest compared OMol25 entry of this formula, charge and spin)   30.7 kcal per mole

Last column: Löwdin charge in e.
Cartesian coordinates (Å):
O -1.9058 -1.0611 0.0708  -0.369
S -0.5582 -0.8118 -0.3305  0.674
O 0.5013 -1.7713 -0.0777  -0.436
C 0.2616 0.7730 0.4089  -0.816
I 2.1279 1.1274 -0.1939  0.910
H -0.4267 1.7439 0.1225  0.037

---

# CHIS2

A cluster of 2 separate species, CHIS2 in total (wB97M-V/def2-TZVPD, the Open Molecules 2025 dataset).

Output
E_HOMO   -9.795 eV
Kohn-Sham gap   9.4647 eV
Total energy   -30823.8329 eV
Relative energy (zero: lowest compared OMol25 entry of this formula, charge and spin)   4.2 kcal per mole

Last column: Löwdin charge in e.
Cartesian coordinates (Å):
C -1.9371 -0.5017 -0.4414  -1.385
S -2.1032 -1.7783 0.4662  0.697
S -1.9316 0.9084 -1.1442  0.677
I 2.1879 0.8229 0.2903  0.287
H 3.7840 0.5487 0.8292  -0.276

---

# CHLiO2Sr

A structure of composition CHLiO2Sr (wB97M-V/def2-TZVPD, the Open Molecules 2025 dataset).

Output
Expectation value of S²   0.763
E_HOMO (alpha / beta)   -11.780 / -11.811 eV
2S+1   2
Kohn-Sham gap (alpha / beta)   7.5179 / 7.5495 eV
Total energy   -6178.9875 eV
Total charge   +1

Last column: Löwdin spin population.
Cartesian coordinates (Å):
O -3.1280 -1.5426 0.6424  0.919
C 0.5000 -0.0151 0.0482  0.017
O 0.8100 1.0840 -0.3964  0.002
Li 2.1861 2.2083 -0.4661  0.000
Sr -1.5453 -1.0699 -0.4526  0.060
H 1.1772 -0.6647 0.6244  0.002